(1)
C10H16 | the ωB97M-V functional and the def2-TZVPD basis

```
! wB97M-V def2-TZVPD RIJCOSX def2/J DEFGRID3
* xyz 0 1
H 2.75 -0.64 -2.26
H -4.75 0.11 -0.39
H 4.11 2.76 -0.28
C -4.14 0.11 0.51
H 2.91 2.11 0.95
H -2.61 -0.22 2.70
H 2.65 0.93 -2.76
C 3.17 2.13 -0.19
H -3.90 1.12 0.89
C -2.84 -0.55 0.58
H -5.08 -0.26 1.09
C 2.52 0.24 -1.86
H -2.61 -1.09 -1.51
C 3.33 0.67 -0.72
C -2.20 -0.55 1.83
C -0.95 -1.73 -0.40
C -0.89 -0.92 1.95
H 0.63 -1.98 0.94
C -0.28 -1.61 0.84
H 3.24 0.16 0.26
H 4.40 0.65 -1.04
H -0.45 -0.89 2.86
H 2.42 2.66 -0.71
C -2.25 -1.11 -0.53
H 1.41 0.34 -1.62
H -0.59 -2.42 -1.14
*
```

Output
relative energy (zero: lowest compared OMol25 entry of this formula, charge and spin): 54.01 kcal/mol
SMILES string: Cc1ccccc1.CCC
frontier orbital gap: 9.849 eV
LUMO energy: 0.0377 Eh

=====

(2)
C10H16 | the ωB97M-V functional and the def2-TZVPD basis

```
! wB97M-V def2-TZVPD RIJCOSX def2/J DEFGRID3
* xyz 0 1
H -1.62 -0.15 0.93
C 2.19 -1.07 1.04
C 1.19 -1.39 -1.15
C 0.57 -2.22 -2.22
C 1.54 -0.07 -1.46
H 2.42 -1.51 1.97
H 3.08 0.67 1.56
C -3.44 1.09 1.05
H 1.44 0.33 -2.44
C 2.66 0.20 0.68
C -1.93 0.85 0.62
H 0.16 -3.15 -1.81
H 1.24 -2.52 -3.02
H -2.05 0.84 -0.46
C 2.27 0.69 -0.55
H -0.85 2.71 0.41
C 1.44 -1.82 0.15
H -4.09 1.23 0.19
H -3.39 2.12 1.42
H 2.30 1.76 -0.71
H -0.29 -1.80 -2.75
C -0.98 1.90 1.13
H 1.20 -2.86 0.36
H -1.26 2.34 2.09
H -3.80 0.32 1.71
H 0.02 1.49 1.27
*
```

Output
relative energy (zero: lowest compared OMol25 entry of this formula, charge and spin): 23.91 kcal/mol
SMILES string: Cc1ccccc1.CCC
frontier orbital gap: 10.096 eV
LUMO energy: 0.0366 Eh

=====

(3)
C10H16 | the ωB97M-V functional and the def2-TZVPD basis

```
! wB97M-V def2-TZVPD RIJCOSX def2/J DEFGRID3
* xyz 0 1
H 2.17 -1.35 0.87
H 1.26 3.51 -0.66
C -1.17 1.11 -0.61
C 0.59 -0.84 2.20
H 0.94 -3.10 -0.41
H 0.83 -0.72 0.01
H 0.50 -1.62 2.97
C 0.53 0.63 -2.27
H 0.97 -0.08 -2.96
C 1.07 -1.36 0.85
C -0.48 2.27 -0.29
C 0.71 2.62 -0.93
H -1.35 -0.52 -1.86
H 2.15 1.95 -2.45
H -0.45 -0.52 2.10
C 0.64 -2.80 0.60
C 1.21 1.80 -1.93
H -2.60 1.42 0.92
H -2.06 -0.22 0.78
C -0.69 0.32 -1.70
H -0.99 2.94 0.39
H -0.44 -2.97 0.66
H -3.25 0.43 -0.36
H 1.08 -3.54 1.27
H 1.16 -0.03 2.64
C -2.33 0.65 0.19
*
```

Output
relative energy (zero: lowest compared OMol25 entry of this formula, charge and spin): 11.63 kcal/mol
SMILES string: Cc1ccccc1.CCC
frontier orbital gap: 10.039 eV
LUMO energy: 0.0375 Eh

=====

(4)
C10H16 | the ωB97M-V functional and the def2-TZVPD basis

```
! wB97M-V def2-TZVPD RIJCOSX def2/J DEFGRID3
* xyz 0 1
H 0.03 -2.12 -1.34
C -1.21 2.37 0.12
H -2.21 0.35 -2.13
H -2.94 1.95 -1.81
C 2.79 -2.15 0.28
H 0.91 -1.12 0.46
H 3.53 -2.33 -0.43
C 1.75 -1.28 -0.31
H -1.88 -0.96 0.49
H 0.40 1.60 3.03
C -1.52 0.02 0.71
H -0.45 -0.70 2.32
H 3.29 -1.63 1.11
H 2.39 -3.04 0.77
C 1.01 -1.60 -1.59
H 0.99 -0.63 -2.24
C -1.77 1.15 -0.19
C -0.20 1.50 2.08
C -2.64 1.03 -1.34
H -0.04 3.53 1.55
H 2.16 -0.24 -0.54
C -0.70 0.24 1.80
C -0.49 2.62 1.26
H -3.58 0.50 -1.11
H -1.23 3.14 -0.65
H 1.61 -2.22 -2.30
*
```

Output
relative energy (zero: lowest compared OMol25 entry of this formula, charge and spin): 31.72 kcal/mol
SMILES string: Cc1ccccc1.CCC
frontier orbital gap: 9.719 eV
LUMO energy: 0.0349 Eh

=====

(5)
C10H16 | the ωB97M-V functional and the def2-TZVPD basis

```
! wB97M-V def2-TZVPD RIJCOSX def2/J DEFGRID3
* xyz 0 1
C -0.30 0.57 -2.37
C -1.93 0.87 -0.62
H -2.03 1.60 0.22
H 1.48 -0.88 3.59
H 0.32 1.08 0.87
C 0.89 -0.85 2.75
C 0.55 1.10 -0.21
H 0.76 -3.12 2.31
H -2.80 1.35 -1.33
H -3.38 -0.56 0.13
H -1.88 -1.14 -0.61
H -1.02 0.49 -3.07
H -0.69 -2.19 2.07
C 2.12 1.16 -2.00
C -2.30 -0.42 0.06
C 0.43 -2.07 1.95
H 1.22 0.38 -3.70
H 2.63 1.45 0.05
H -1.72 -0.66 1.03
H 1.57 -0.15 2.10
H 3.11 1.06 -2.41
C 1.78 1.31 -0.64
H 0.77 -1.84 0.77
C -0.56 0.88 -1.07
H -0.08 -0.18 2.90
C 1.08 0.76 -2.78
*
```

Output
relative energy (zero: lowest compared OMol25 entry of this formula, charge and spin): 66.89 kcal/mol
SMILES string: CCc1ccccc1.CC
frontier orbital gap: 10.055 eV
LUMO energy: 0.0371 Eh

=====

(6)
C10H16 | the ωB97M-V functional and the def2-TZVPD basis

```
! wB97M-V def2-TZVPD RIJCOSX def2/J DEFGRID3
* xyz 0 1
H -0.59 -2.32 -0.70
C 1.88 1.52 -0.56
C -2.24 0.49 -0.74
C 1.73 0.18 -0.29
H 1.80 3.51 0.13
H 2.12 1.87 -1.54
C -1.64 -0.56 -1.69
H 0.73 -1.89 2.24
C 1.21 -0.19 0.95
H 0.64 2.89 2.27
C 1.47 2.50 0.34
H 1.99 -0.65 -0.94
C 0.90 2.14 1.54
C 0.76 0.78 1.82
H -0.64 -0.21 -1.98
H 2.36 -1.87 1.55
H -2.04 -2.66 -1.69
C 1.32 -1.63 1.36
H -2.17 -1.98 -0.13
H 0.18 0.43 2.67
H -1.75 0.44 0.22
H 0.96 -2.37 0.65
H -3.33 0.51 -0.75
C -1.55 -1.93 -1.03
H -2.17 -0.48 -2.64
H -1.92 1.49 -1.06
*
```

Output
relative energy (zero: lowest compared OMol25 entry of this formula, charge and spin): 17.44 kcal/mol
SMILES string: Cc1ccccc1.CCC
frontier orbital gap: 10.105 eV
LUMO energy: 0.0378 Eh

=====

(7)
C10H16 | the ωB97M-V functional and the def2-TZVPD basis

```
! wB97M-V def2-TZVPD RIJCOSX def2/J DEFGRID3
* xyz 1 2
H -2.13 3.27 -1.63
C -1.34 2.55 -1.45
C 1.81 -1.51 0.34
H 0.19 -1.84 3.30
H -1.16 0.82 -0.11
H -3.57 -0.01 -0.75
H 0.46 0.65 3.22
H -3.37 1.09 -2.15
H 1.17 -2.81 -1.22
H 0.96 -3.19 1.45
C 1.16 -2.13 1.48
H 1.67 1.71 1.23
C 0.93 0.06 2.46
H -2.50 1.96 0.24
H -0.64 3.13 -0.84
H -2.23 -0.21 -1.90
C -2.86 0.52 -1.38
C 2.10 -2.33 -0.85
C 0.70 -1.34 2.48
H -1.02 2.18 -2.41
H 2.67 0.35 -0.43
H 2.41 -1.74 -1.70
C 2.12 -0.13 0.37
C 1.61 0.64 1.37
H 2.79 -3.13 -0.56
C -1.94 1.45 -0.55
*
```

Output
relative energy (zero: lowest compared OMol25 entry of this formula, charge and spin): 5.46 kcal/mol
frontier orbital gap (spin up / spin down): 9.609 / 5.823 eV
LUMO energy (spin up / spin down): -0.1629 / -0.3020 Eh
<S²>: 0.7683

=====

(8)
C10H16 | the ωB97M-V functional and the def2-TZVPD basis

```
! wB97M-V def2-TZVPD RIJCOSX def2/J DEFGRID3
* xyz 1 2
C -1.34 -0.48 -0.57
H -0.96 -0.33 -2.71
H -2.15 -0.82 2.50
C -1.27 -1.39 0.49
H 1.78 3.77 0.36
H 0.17 1.20 -0.15
H -0.64 2.73 -0.22
H -1.74 -3.45 0.78
C -1.27 -2.79 0.16
C 0.23 2.17 0.21
H -0.49 -0.05 1.89
H -1.55 0.52 -0.30
H 1.83 2.95 -1.10
C -1.05 -0.88 -1.92
C 2.75 1.90 0.57
H -0.87 -2.57 -3.21
H 2.57 1.67 1.59
H 2.96 0.97 -0.14
C -1.16 -0.96 1.86
H -0.56 -1.69 2.45
H -0.86 -4.28 -1.33
H 3.73 2.38 0.70
H 0.04 2.15 1.25
C -0.84 -2.26 -2.13
C 1.62 2.71 0.01
C -0.92 -3.18 -1.05
*
```

Output
relative energy (zero: lowest compared OMol25 entry of this formula, charge and spin): 44.99 kcal/mol
frontier orbital gap (spin up / spin down): 9.135 / 5.535 eV
LUMO energy (spin up / spin down): -0.1656 / -0.2978 Eh
<S²>: 0.7685

=====

(9)
C10H16 | the ωB97M-V functional and the def2-TZVPD basis

```
! wB97M-V def2-TZVPD RIJCOSX def2/J DEFGRID3
* xyz 1 2
C -0.85 1.47 0.32
H 1.56 1.15 -0.81
H -4.14 1.04 0.18
C 2.30 0.54 -1.33
C -2.02 -0.67 0.20
H 3.14 -2.63 -1.11
H -0.71 -2.31 0.54
H 3.09 -0.24 0.54
H 4.04 -0.48 -0.65
C -3.28 1.43 -0.35
C 0.19 0.87 1.07
H 0.79 -0.96 2.01
H -0.82 2.53 0.11
H 3.04 1.11 -1.88
C 2.37 -1.98 -0.71
H -2.89 -1.24 -0.08
H -3.11 2.50 -0.21
H 1.61 -1.94 -1.49
C -0.96 -1.28 0.77
H 1.71 0.11 -2.15
C 2.96 -0.59 -0.50
H -3.55 1.29 -1.41
C -2.03 0.72 0.03
H 1.15 1.22 1.42
C 0.07 -0.47 1.37
H 1.96 -2.50 0.16
*
```

Output
relative energy (zero: lowest compared OMol25 entry of this formula, charge and spin): 25.43 kcal/mol
frontier orbital gap (spin up / spin down): 9.534 / 5.889 eV
LUMO energy (spin up / spin down): -0.1653 / -0.2989 Eh
<S²>: 0.7677

=====

(10)
C10H16BBrO4S | the ωB97M-V functional and the def2-TZVPD basis

```
! wB97M-V def2-TZVPD RIJCOSX def2/J DEFGRID3
* xyz 0 1
H -0.81 -0.53 -4.20
B -1.44 -3.38 -3.98
H 2.49 1.90 -2.97
S 0.07 1.22 2.41
Br -0.83 -3.35 -5.83
C 0.03 1.09 5.65
H -0.75 3.20 1.46
H -2.57 -3.54 -3.69
H -0.06 0.54 6.58
H 2.57 0.70 -0.82
C 0.95 -0.60 -1.34
C -1.07 0.70 4.69
C 1.78 1.10 -2.76
C -0.39 -3.13 -2.81
O -1.07 1.49 3.49
H -0.01 2.16 5.86
H 0.12 2.18 0.29
H -1.54 1.75 0.78
O -0.83 -1.98 -2.04
C 1.84 0.43 -1.57
C 0.03 -0.91 -2.31
O 0.03 -0.17 2.04
H 0.79 1.34 -4.66
H 1.02 0.88 5.23
H -0.39 -4.04 -2.19
H 0.63 -3.00 -3.18
C 0.84 0.80 -3.72
C -0.05 -0.22 -3.50
C -0.60 2.19 1.10
O 1.29 1.83 2.84
H -2.04 0.86 5.15
H -1.01 -0.36 4.43
H 0.97 -1.16 -0.42
*
```

Output
SMILES string: BrBCOc1ccccc1.CCOS(C)(=O)=O
frontier orbital gap: 9.313 eV
LUMO energy: 0.0028 Eh

=====

(11)
C10H16Br2Cl2O4 | the ωB97M-V functional and the def2-TZVPD basis

```
! wB97M-V def2-TZVPD RIJCOSX def2/J DEFGRID3
* xyz 0 1
C 3.58 0.21 2.71
H 5.74 0.84 0.94
H -5.42 -0.14 0.76
C -4.34 -0.17 0.62
H -4.02 0.65 1.28
H 4.40 -0.22 3.25
H -3.93 1.04 -1.01
Br 0.15 -2.28 -0.40
H -5.53 -0.79 -1.63
O -3.95 -1.41 1.34
H -1.74 -0.50 -2.58
C 4.79 1.08 0.52
H -4.27 -2.02 -1.74
O 2.44 0.30 0.58
Br 0.43 2.14 -1.61
C -4.48 -0.91 -1.83
Cl -4.01 -0.33 -3.47
C 0.69 -0.45 -0.83
O 2.35 -0.40 3.30
H 1.61 0.08 2.92
C -1.59 0.18 -1.72
C 2.10 -0.15 -0.81
C 3.77 0.06 1.15
H 5.00 0.93 -0.53
H 2.49 0.50 -1.64
C -3.74 -0.04 -0.75
H -2.13 1.15 -1.96
H 2.58 -1.01 -1.03
O -2.32 -0.38 -0.65
H -2.93 -1.57 1.27
C -0.19 0.46 -1.31
Cl 4.49 2.78 0.98
H 3.76 1.26 3.09
H 4.21 -0.90 0.79
*
```

Output
relative energy (zero: lowest compared OMol25 entry of this formula, charge and spin): 46.69 kcal/mol
SMILES string: OC[C@H](CCl)OC/C(Br)=C(\Br)CO[C@H](CO)CCl
frontier orbital gap: 9.723 eV
LUMO energy: 0.0177 Eh

=====

(12)
C10H16BrFI2O5Si | the ωB97M-V functional and the def2-TZVPD basis

```
! wB97M-V def2-TZVPD RIJCOSX def2/J DEFGRID3
* xyz 0 1
C -0.65 -0.60 0.03
H -0.88 -1.87 -1.69
H 2.28 5.60 1.71
H -2.25 -0.77 -1.43
H 0.45 4.22 -1.35
C -1.17 -0.86 -1.39
I 3.70 3.58 3.13
H 1.27 -5.96 -0.03
Si 0.40 2.06 -0.15
H 1.05 1.35 -1.27
H 0.42 -0.80 0.03
H -2.15 3.45 1.15
H -0.93 3.27 -1.83
H -1.48 -4.73 0.49
H -0.70 -0.16 -2.08
C 0.19 -6.04 -0.09
C -0.49 -5.20 -2.08
O -0.20 -6.36 -1.43
C -0.95 0.84 0.46
O -0.74 -5.11 -3.23
H -0.16 -6.80 0.60
H 0.66 4.97 1.50
H -1.88 1.12 -0.02
F 0.27 -3.89 0.92
O -0.47 -4.16 -1.20
C -0.36 3.59 -0.96
O -1.15 4.44 -0.14
C 2.20 3.46 1.66
Br -1.28 0.96 2.38
C 1.73 2.32 1.16
H -1.09 -1.30 0.73
C 1.70 4.81 1.22
C -0.46 -4.69 0.11
O -1.27 3.84 1.15
I 2.55 0.46 1.78
H 1.85 4.96 0.15
*
```

Output
frontier orbital gap: 8.906 eV
LUMO energy: 0.0031 Eh